Density functional theory data (wB97M-V/def2-TZVPD) for one molecule with the formula C6H14O.

Output
Energy = -312.20463 hartree
LUMO level = 0.919 eV
SMILES string = COCC(C)(C)C
Molar mass = 102.18 g/mol
Orbital gap = 10.7 eV
Energy relative to the best compared isomer or geometry (same formula, charge and spin) = 1.372 eV

Structure (ORCA input):
```
! RIJCOSX wB97M-V def2-TZVPD def2/J DEFGRID3
* xyz 0 1
C 2.45 -1.22 -0.90
O 1.14 -1.18 -0.46
C 0.89 0.13 -0.05
C -0.64 0.28 0.24
C -0.86 1.75 0.56
C -1.43 -0.13 -1.01
C -1.17 -0.56 1.43
H 2.57 -0.21 -1.48
H 2.57 -2.19 -1.40
H 3.16 -1.15 -0.05
H 1.47 0.77 -0.91
H 1.48 0.37 0.85
H -0.30 2.04 1.45
H -1.92 1.97 0.74
H -0.52 2.37 -0.28
H -1.31 -1.20 -1.21
H -1.07 0.42 -1.88
H -2.50 0.07 -0.88
H -1.08 -1.64 1.27
H -2.25 -0.36 1.57
H -0.69 -0.32 2.39
*
```

Density functional theory data (wB97M-V/def2-TZVPD) for C28H22N3O2PPdSe2 as an isolated structure.

Output
Energy = -6667.04198 hartree
LUMO level (spin up / spin down) = -1.094 / -1.095 eV
Molar mass = 727.82 g/mol
Orbital gap (spin up / spin down) = 6.0 / 6.0 eV
Energy relative to the best compared isomer or geometry (same formula, charge and spin) = 0.958 eV

Structure (ORCA input):
```
! RIJCOSX wB97M-V def2-TZVPD def2/J DEFGRID3
* xyz 0 1
Pd 1.20 0.81 -1.89
C 0.36 -1.98 3.76
O -0.72 -2.77 3.29
C -0.49 -3.55 2.20
C 0.72 -3.63 1.53
C 0.84 -4.43 0.40
C -0.24 -5.15 -0.07
C -1.44 -5.13 0.65
C -1.57 -4.32 1.76
N -0.19 -6.04 -1.20
N 0.33 -5.71 -2.27
C 0.83 -4.37 -2.46
C 2.13 -4.22 -2.87
C 2.75 -2.97 -2.99
C 2.06 -1.80 -2.71
O 2.56 -0.61 -2.80
C 0.68 -1.96 -2.34
N 0.01 -0.80 -2.09
C -1.29 -0.82 -1.86
C -2.02 -2.01 -1.89
C -1.36 -3.20 -2.06
C 0.04 -3.21 -2.27
H -0.02 -1.43 4.62
H 0.69 -1.27 2.99
H 1.21 -2.60 4.07
H 1.59 -3.07 1.87
H 1.79 -4.47 -0.12
H -2.26 -5.74 0.32
H -2.50 -4.27 2.31
H 2.70 -5.12 -3.07
H 3.78 -2.90 -3.31
H -1.75 0.13 -1.63
H -3.09 -1.99 -1.73
H -1.91 -4.13 -2.07
Se 0.59 0.84 0.56
P 0.80 2.91 0.01
Se 2.41 2.89 -1.46
C -0.78 3.48 -0.69
C -1.88 3.56 0.16
C -3.12 3.92 -0.35
C -3.26 4.19 -1.71
C -2.16 4.11 -2.55
C -0.91 3.76 -2.04
C 1.09 4.02 1.41
C 1.02 5.40 1.21
C 1.26 6.26 2.26
C 1.58 5.75 3.52
C 1.65 4.38 3.71
C 1.41 3.51 2.66
H -1.77 3.35 1.21
H -3.97 3.98 0.30
H -4.23 4.46 -2.11
H -2.27 4.33 -3.61
H -0.05 3.70 -2.69
H 0.76 5.79 0.23
H 1.21 7.33 2.11
H 1.77 6.42 4.34
H 1.90 3.98 4.69
H 1.48 2.44 2.80
*
```

Density functional theory data (wB97M-V/def2-TZVPD) for C32H47ClPSi4Y as an isolated structure.

Output
Energy = -3245.52850 hartree
LUMO level = -0.395 eV
Molar mass = 699.41 g/mol
Orbital gap = 6.2 eV

Structure (ORCA input):
```
! RIJCOSX wB97M-V def2-TZVPD def2/J DEFGRID3
* xyz 0 1
C 3.10 1.01 0.99
C 3.12 1.22 -0.43
C 2.26 2.34 -0.73
H 3.60 0.55 -1.18
C 1.75 2.84 0.50
C 2.22 2.01 1.56
H 1.94 2.09 2.62
H 3.55 0.17 1.54
H 2.00 2.71 -1.74
H 1.00 3.64 0.61
Y 0.95 0.51 0.16
Cl -1.31 1.30 0.17
P -0.15 -0.05 -3.35
C -0.35 1.28 -4.60
C 0.18 1.23 -5.90
H 0.75 0.36 -6.21
C -0.02 2.28 -6.79
H 0.40 2.23 -7.79
C -0.76 3.40 -6.40
H -0.92 4.22 -7.09
C -1.29 3.46 -5.11
H -1.86 4.33 -4.80
C -1.08 2.42 -4.21
H -1.48 2.48 -3.20
C 1.08 -1.13 -4.17
C 2.44 -0.80 -3.99
H 2.70 0.06 -3.38
C 3.43 -1.57 -4.59
H 4.48 -1.30 -4.46
C 3.09 -2.68 -5.36
H 3.87 -3.28 -5.82
C 1.75 -3.02 -5.53
H 1.48 -3.89 -6.12
C 0.75 -2.25 -4.94
H -0.29 -2.52 -5.08
C -1.69 -1.00 -3.59
C -2.58 -0.81 -4.66
H -2.37 -0.05 -5.40
C -3.74 -1.58 -4.77
H -4.42 -1.42 -5.60
C -4.01 -2.57 -3.82
H -4.91 -3.18 -3.91
C -3.13 -2.77 -2.76
H -3.34 -3.54 -2.01
C -1.99 -1.99 -2.64
H -1.31 -2.14 -1.80
C 2.58 -2.11 3.62
Si 1.86 -0.52 4.29
C 1.31 -0.82 6.06
C 3.26 0.72 4.52
Si 0.10 0.14 2.93
Si -1.37 -1.59 2.78
C -1.64 -2.40 4.45
C -3.04 -1.04 2.15
C -0.69 -2.88 1.60
Si -0.93 1.94 3.91
C -1.75 1.41 5.52
C 0.24 3.35 4.31
C -2.30 2.70 2.87
H 3.42 -2.40 4.26
H 2.95 -1.95 2.59
H 1.82 -2.90 3.63
H 2.17 -1.21 6.62
H 1.00 0.13 6.51
H 0.49 -1.55 6.12
H 3.78 0.94 3.59
H 2.87 1.65 4.96
H 3.98 0.28 5.22
H -2.00 -1.66 5.17
H -2.39 -3.19 4.33
H -0.70 -2.85 4.79
H -2.96 -0.60 1.15
H -3.70 -1.92 2.10
H -3.47 -0.31 2.85
H -0.55 -2.44 0.61
H 0.27 -3.27 1.97
H -1.41 -3.71 1.54
H -1.00 1.02 6.22
H -2.23 2.29 5.97
H -2.51 0.65 5.31
H 0.66 3.76 3.38
H -0.33 4.15 4.81
H 1.04 3.01 4.97
H -1.87 3.15 1.97
H -3.05 1.95 2.61
H -2.77 3.50 3.46
*
```

Density functional theory data (wB97M-V/def2-TZVPD) for a 2-piece molecular cluster, C3H3N3O overall.

Output
Energy = -355.60875 hartree
LUMO level = 0.540 eV
SMILES string = N=C=CC=O.N#N
Molar mass = 97.08 g/mol
Orbital gap = 10.2 eV
Energy relative to the best compared isomer or geometry (same formula, charge and spin) = 0.847 eV

Structure (ORCA input):
```
! RIJCOSX wB97M-V def2-TZVPD def2/J DEFGRID3
* xyz 0 1
N 2.06 -0.21 0.39
C 1.02 -0.80 0.23
N 0.35 2.67 -0.57
N -0.60 3.16 -0.26
O -1.37 0.62 0.34
C -1.36 -0.58 0.14
C -0.16 -1.41 0.16
H 2.56 0.15 -0.42
H -2.30 -1.12 -0.09
H -0.22 -2.49 0.09
*
```